Record 1
A cluster of 5 separate species, C27H83FN12O4P5 in total. Source: the OMol25 dataset; level of theory: ωB97M-V/def2-TZVPD.

Output
- Gap between HOMO and LUMO: 2.52 eV
- Total energy: -3842.59233 a.u.
- HOMO level: -2.795 eV

Geometry as ORCA input:
```
! wB97M-V def2-TZVPD RIJCOSX def2/J DEFGRID3
* xyz -1 1
C -5.2022 -3.9998 -3.6548
C -6.0448 -2.7402 -4.3216
C -7.6208 -2.6715 -3.7783
F -8.2799 -1.5446 -4.4783
P -8.5636 -4.3171 -4.0027
H -5.1338 -3.7802 -2.4917
H -4.1282 -4.1172 -4.1448
H -5.7424 -5.0369 -3.7584
H -6.0367 -2.7429 -5.4963
H -5.5388 -1.7270 -3.9837
H -7.5426 -2.3700 -2.6432
H -7.5724 -4.6837 -5.0124
H -7.7513 -4.8713 -2.9186
H -9.5484 -3.9818 -2.9763
H -9.4721 -3.7681 -5.0046
H -9.1132 -5.6696 -4.1659
O -1.0282 -4.2151 -4.8004
P -0.2753 -2.8755 -4.6105
N -0.4776 -2.4756 -6.2704
C 0.4956 -1.9014 -7.1889
C -1.8439 -2.0763 -6.6230
N 1.2455 -3.6940 -4.4178
C 2.4324 -3.4644 -5.2253
C 1.1990 -5.1349 -4.1028
N 0.5903 -1.3355 -4.3923
C 1.0771 -1.2342 -2.9874
C -0.2175 -0.1046 -4.5602
H 0.8434 -0.9033 -6.9174
H 0.0943 -1.8223 -8.2061
H 1.3649 -2.5413 -7.3059
H -2.1495 -1.1495 -6.1352
H -2.5563 -2.8526 -6.3299
H -1.9749 -1.9438 -7.7049
H 2.3598 -3.9590 -6.1982
H 3.3210 -3.8729 -4.7275
H 2.6519 -2.4036 -5.3659
H 0.9372 -5.7317 -4.9841
H 0.4780 -5.3457 -3.3044
H 2.1649 -5.5011 -3.7345
H 0.2372 -1.2638 -2.2836
H 1.6350 -0.3041 -2.8291
H 1.7632 -2.0414 -2.7170
H -1.1338 -0.1492 -3.9645
H -0.4901 0.0885 -5.5974
H 0.3543 0.7816 -4.2596
O 3.4437 1.5181 -0.4742
P 4.7367 1.0664 0.2481
N 4.2681 -0.5849 0.1485
C 4.3628 -1.6165 1.1718
C 4.3867 -1.1559 -1.1970
N 4.1812 1.7109 1.7633
C 4.0385 0.9551 2.9970
C 3.0759 2.6873 1.7145
N 6.2230 0.5471 1.0784
C 7.0165 1.7457 1.4720
C 7.1805 -0.2416 0.2678
H 5.3806 -1.8505 1.4888
H 3.9192 -2.5612 0.8362
H 3.7847 -1.3618 2.0548
H 5.4197 -1.1996 -1.5451
H 3.8221 -0.5570 -1.9171
H 3.9696 -2.1695 -1.2594
H 3.1301 0.3460 2.9936
H 3.9625 1.6331 3.8565
H 4.9046 0.3251 3.2118
H 2.1148 2.1985 1.5178
H 3.2503 3.4495 0.9461
H 2.9769 3.2357 2.6591
H 7.2979 2.3307 0.5889
H 7.9286 1.4568 2.0069
H 6.4733 2.4102 2.1493
H 7.3929 0.2530 -0.6844
H 6.8321 -1.2529 0.0605
H 8.1243 -0.3842 0.8079
O -4.6622 -4.0984 0.0183
P -5.0245 -4.4965 1.4701
N -6.6744 -4.0835 1.2186
C -7.5726 -3.3597 2.1073
C -7.4069 -5.0435 0.3864
N -4.1973 -3.1110 2.1151
C -4.7953 -2.0953 2.9662
C -3.2318 -2.4314 1.2299
N -5.4410 -4.9541 3.1391
C -4.2049 -5.3604 3.8658
C -6.3255 -6.1334 3.2899
H -7.7681 -3.8563 3.0593
H -8.5504 -3.1880 1.6423
H -7.2100 -2.3582 2.3176
H -7.4953 -6.0243 0.8558
H -6.8998 -5.1824 -0.5726
H -8.4196 -4.6974 0.1415
H -5.3982 -1.3891 2.3881
H -4.0166 -1.5090 3.4702
H -5.3960 -2.5182 3.7745
H -3.7391 -1.8304 0.4664
H -2.5704 -3.1510 0.7336
H -2.5712 -1.7588 1.7903
H -3.7335 -6.2207 3.3767
H -4.4278 -5.6265 4.9055
H -3.4609 -4.5609 3.9171
H -5.9523 -6.9834 2.7115
H -7.3539 -5.9366 2.9885
H -6.4027 -6.4313 4.3425
O 3.4448 5.8447 3.3854
P 3.4554 7.3797 3.5883
N 5.1170 7.4698 3.1559
C 6.1766 8.2438 3.7872
C 5.3681 7.2923 1.7220
N 3.3391 7.2079 5.3137
C 4.2780 7.7566 6.2786
C 2.8889 5.9013 5.8310
N 3.4676 9.1443 3.8216
C 2.1333 9.5894 4.3140
C 3.6682 9.9614 2.6018
H 6.0346 9.3252 3.7486
H 7.1520 8.0442 3.3282
H 6.3192 7.9592 4.8251
H 4.9405 8.0943 1.1184
H 4.9352 6.3509 1.3721
H 6.4394 7.2333 1.4891
H 5.1888 7.1543 6.3420
H 3.8349 7.7678 7.2825
H 4.5373 8.7978 6.0743
H 3.6807 5.1465 5.7632
H 2.0069 5.5401 5.2893
H 2.5856 5.9641 6.8831
H 1.3502 9.3400 3.5887
H 2.1179 10.6713 4.4888
H 1.8586 9.1308 5.2677
H 2.9831 9.6567 1.8054
H 4.6867 9.9117 2.2177
H 3.5091 11.0254 2.8142
*
```

Atomic partial charges in e from the Löwdin method, atoms 1 to 5: C -0.165; C -0.269; C -0.481; F -0.207; P 0.177


Record 2
A structure of composition C3H3BrO. Source: the OMol25 dataset; level of theory: ωB97M-V/def2-TZVPD.

Output
- Gap between HOMO and LUMO (alpha / beta): 7.48 / 7.42 eV
- Total energy: -2765.19190 a.u.
- Energy above the lowest of the compared OMol25 structures with the same formula, charge and spin: 3.826 eV
- HOMO level (alpha / beta): -9.504 / -9.492 eV

Geometry as ORCA input:
```
! wB97M-V def2-TZVPD RIJCOSX def2/J DEFGRID3
* xyz 0 1
C 0.5626 0.6587 0.2926
C -0.5133 -0.1197 -0.3843
C 1.2150 -0.5096 0.4675
O 0.1526 -1.2784 0.0789
Br -3.1798 0.3271 -0.2150
H 0.5859 1.7650 0.4305
H -0.9904 -0.0454 -1.2630
H 2.1675 -0.7976 0.5929
*
```

Atomic partial charges in e from the Löwdin method, atoms 1 to 5: C -0.003; C -0.136; C -0.030; O -0.019; Br -0.016


Record 3
A structure of composition C26H46LaOP2. Source: the OMol25 dataset; level of theory: ωB97M-V/def2-TZVPD.

Output
- Gap between HOMO and LUMO (alpha / beta): 3.29 / 3.44 eV
- Total energy: -1807.20527 a.u.
- Energy above the lowest of the compared OMol25 structures with the same formula, charge and spin: 1.873 eV
- HOMO level (alpha / beta): -7.928 / -8.028 eV

Geometry as ORCA input:
```
! wB97M-V def2-TZVPD RIJCOSX def2/J DEFGRID3
* xyz 1 1
La -0.3135 0.4517 -1.4414
C -0.6638 -2.4160 2.8132
C 0.6735 -2.4927 2.3401
C 0.6023 -0.9620 4.0389
C -0.6984 -1.4670 3.8591
C 1.4539 -1.5872 3.1031
C -1.8365 -3.1607 2.2950
H -1.5414 -3.8598 1.5085
H -2.5927 -2.4774 1.8779
H -2.3185 -3.7332 3.1027
C -1.9029 -1.0438 4.6110
H -2.6876 -1.8042 4.5405
H -2.3167 -0.1015 4.2206
H -1.6626 -0.8862 5.6712
C 1.0110 0.0797 5.0154
H 0.4081 0.0091 5.9284
H 0.8893 1.0956 4.6150
H 2.0656 -0.0377 5.2854
C 2.8955 -1.3042 2.9338
H 3.4159 -1.3655 3.8978
H 3.0638 -0.2958 2.5305
H 3.3538 -2.0218 2.2522
C 1.1760 -3.3686 1.2615
H 1.6356 -4.2849 1.6687
H 1.9431 -2.8563 0.6637
H 0.3676 -3.6786 0.5869
C -1.6572 1.0053 -3.1901
C -2.0327 -0.4595 -3.2317
C -1.1674 -1.3543 -4.1547
C 0.3522 -1.1356 -4.2259
C 1.0727 -0.4496 -3.0832
C 1.3096 0.9240 -3.0951
C 0.6162 1.8762 -4.0417
C -0.8755 1.6046 -4.3367
H -1.5665 -1.2001 -5.1658
H 0.5433 -0.5965 -5.1636
H -1.3824 -2.4037 -3.9404
H -0.9716 1.0116 -5.2546
H -2.4762 1.6581 -2.8234
H -3.0392 -0.4795 -3.7007
H -1.3431 2.5674 -4.6044
H 0.7283 2.9119 -3.6778
H 2.2567 1.3179 -2.6792
H 1.1603 1.8737 -4.9982
H 0.8016 -2.1287 -4.3357
H 1.7116 -1.1052 -2.4620
P -2.7328 -1.2438 -1.6233
P 2.3100 2.4466 0.9075
C 0.1578 2.8196 -0.8897
C 1.4757 3.3845 -0.5113
H -0.5910 3.0595 -0.1294
H -0.1993 3.0914 -1.9121
H 2.1511 3.3977 -1.3736
H 1.3674 4.3839 -0.0669
C 3.5165 3.7521 1.3588
H 4.3814 3.2877 1.8370
H 3.0150 4.4259 2.0558
H 3.8360 4.2980 0.4686
C 3.4215 1.5373 -0.3091
H 3.6698 2.1907 -1.1635
H 2.9753 0.6083 -0.7053
H 4.3610 1.2931 0.2040
C -4.5248 -1.0843 -1.8029
H -4.9366 -2.0931 -1.9502
H -4.8168 -0.4216 -2.6305
H -4.8659 -0.6576 -0.8445
C -2.4408 -3.0397 -1.7616
H -2.8478 -3.4516 -0.8244
H -1.3751 -3.3075 -1.8298
H -3.0087 -3.4301 -2.6176
C -0.8548 2.4371 2.8443
C -0.1693 1.7190 1.7460
O -0.7016 0.8104 1.0931
H -1.9068 2.6885 2.6207
H -0.2970 3.3686 3.0144
H -0.8305 1.8596 3.7809
*
```

Atomic partial charges in e from the Löwdin method, atoms 1 to 5: La 1.751; C -0.191; C -0.200; C -0.205; C -0.212


Record 4
A structure of composition C6H13F6N4O4S2Sr. Source: the OMol25 dataset; level of theory: ωB97M-V/def2-TZVPD.

Output
- Gap between HOMO and LUMO: 10.96 eV
- Total energy: -2182.55016 a.u.
- Energy above the lowest of the compared OMol25 structures with the same formula, charge and spin: 1.126 eV
- HOMO level: -13.705 eV

Geometry as ORCA input:
```
! wB97M-V def2-TZVPD RIJCOSX def2/J DEFGRID3
* xyz 1 1
Sr -0.8927 0.3735 -0.1676
N 0.4460 1.2628 -2.4106
C 1.7131 1.8837 -1.9833
C 2.6144 0.8696 -1.3081
N 2.0389 0.2761 -0.0869
C 2.5456 0.8375 1.1824
C 1.5903 1.7848 1.8831
N 0.3097 1.1258 2.1883
H 0.6141 0.5628 -3.1298
H -0.1181 1.9622 -2.8873
H 1.4796 2.7008 -1.2953
H 2.2517 2.3262 -2.8258
H 3.5727 1.3495 -1.0861
H 2.8323 0.0657 -2.0160
H 2.2556 -0.7117 -0.0927
H 3.4885 1.3649 1.0082
H 2.7786 0.0123 1.8596
H 1.3855 2.6542 1.2526
H 2.0771 2.1598 2.7878
H -0.3087 1.7915 2.6459
H 0.4273 0.3961 2.8873
F -4.6387 -2.4228 1.4866
C -4.6458 -2.2753 0.1873
F -4.7571 -3.4313 -0.4097
F -5.6050 -1.4686 -0.1886
S -2.9673 -1.5243 -0.3475
O -2.0795 -1.4756 0.8224
O -2.4532 -2.2930 -1.4392
N -3.2284 0.0616 -0.9154
S -3.6097 1.2853 0.1696
O -4.2570 0.8476 1.3599
O -2.4216 2.1532 0.3140
C -4.8181 2.3174 -0.7909
F -5.0851 3.3711 -0.0454
F -5.9061 1.6124 -1.0035
F -4.2876 2.6976 -1.9370
*
```

Atomic partial charges in e from the Löwdin method, atoms 1 to 5: Sr 1.549; N -0.064; C -0.252; C -0.213; N -0.108


Record 5
A cluster of 2 separate species, C4H7NO in total. Source: the OMol25 dataset; level of theory: ωB97M-V/def2-TZVPD.

Output
- Gap between HOMO and LUMO: 8.64 eV
- Total energy: -286.40521 a.u.
- Energy above the lowest of the compared OMol25 structures with the same formula, charge and spin: 6.162 eV
- HOMO level: -7.593 eV

Geometry as ORCA input:
```
! wB97M-V def2-TZVPD RIJCOSX def2/J DEFGRID3
* xyz 0 1
C 2.1969 -0.1073 -0.6488
C 1.7392 0.6443 0.3217
C -1.7731 0.2309 0.3982
C -0.8009 -0.9397 0.2035
N 1.2054 0.7687 -1.0592
O 0.1980 -1.1142 0.9215
H 2.5326 -1.0228 -0.8219
H 1.6295 1.3767 1.1141
H -1.4884 0.9148 1.2973
H -1.9619 0.6838 -0.5025
H -2.6796 -0.2862 0.6579
H 0.2097 0.4504 -1.1317
H -1.0073 -1.5995 -0.7499
*
```

Atomic partial charges in e from the Löwdin method, atoms 1 to 5: C -0.104; C -0.033; C -0.065; C -0.317; N -0.026


Q: Number 3 is which compound?
A: C26H46LaOP2


Q: The lowest total energy belongs to which entry?
A: C27H83FN12O4P5


Q: Which of these has the highest total energy?
A: C4H7NO